Entry 1:
C5H10O | the ωB97M-V functional and the def2-TZVPD basis

Geometry as ORCA input:
```
! wB97M-V def2-TZVPD RIJCOSX def2/J DEFGRID3
* xyz 0 1
H 0.6874 -1.4058 -1.2189
H 0.7643 0.7625 0.9694
H 1.4510 -3.1000 0.4632
O -1.0694 2.8334 -1.1466
H -1.2892 0.0148 -1.1791
C -1.4145 1.9420 -0.0955
H -0.1229 2.7026 -1.2949
H -2.5078 1.9218 -0.0716
C 0.3152 0.1696 0.1676
C 0.8976 -2.2093 0.7789
C 1.0500 -1.0764 -0.2378
H -0.1574 -2.4821 0.8853
H 1.2678 -1.9070 1.7650
H 2.1144 -0.8352 -0.3598
C -0.8241 0.5917 -0.3785
H -1.0599 2.3168 0.8780
*
```

The energy relative to the best compared isomer or geometry (same formula, charge and spin) comes out at 89.4 kJ/mol. For the total energy, the calculation gives -271.71855 hartree. The orbital gap comes out at 10.720 eV. Its LUMO energy is 1.060 eV.

***

Entry 2:
C5H8O2S | the ωB97M-V functional and the def2-TZVPD basis

Geometry as ORCA input:
```
! wB97M-V def2-TZVPD RIJCOSX def2/J DEFGRID3
* xyz 0 1
H 2.7550 -1.6572 -0.4431
H -0.4522 1.2080 -1.4736
C -0.2269 0.9453 0.6835
H 0.2663 1.9723 0.9459
H -2.0138 1.0455 1.9252
C -1.6941 0.8987 0.9321
O -0.5575 -2.1728 -1.7199
H 2.3397 0.7791 -1.1005
C 1.5667 0.1241 -0.8552
O -0.1084 -2.3989 0.7195
S 0.0752 -1.6895 -0.5273
H -1.8438 -0.1666 0.7083
C 0.1501 0.5739 -0.7393
C 1.8121 -1.1628 -0.6778
H 0.3161 0.1972 1.3261
H -2.3845 1.5036 0.2962
*
```

The energy relative to the best compared isomer or geometry (same formula, charge and spin) comes out at 344.8 kJ/mol. For the total energy, the calculation gives -743.85609 hartree. The orbital gap comes out at 9.569 eV. Its LUMO energy is 0.187 eV.

***

Entry 3:
C4H6N6 | the ωB97M-V functional and the def2-TZVPD basis

Geometry as ORCA input:
```
! wB97M-V def2-TZVPD RIJCOSX def2/J DEFGRID3
* xyz 0 1
N -0.1986 -1.6980 2.2970
H -0.6398 -1.7134 0.2909
N 0.4918 0.4209 2.2455
H -1.1384 -3.0718 -1.9337
C 0.1655 0.1165 1.0510
H 0.9700 0.7933 -1.9387
C -0.0592 0.5544 -1.4902
N -0.2882 -1.2185 1.0619
H -0.7418 1.2557 -2.0284
C -0.7923 -2.0322 -1.9672
N 0.2971 -0.7388 3.0129
C -0.3923 -0.8941 -1.7466
N 0.5231 2.3169 0.1320
N 0.0569 1.0128 -0.0422
H 1.5696 2.3948 -0.0132
H 0.1765 2.5015 1.0689
*
```

The energy relative to the best compared isomer or geometry (same formula, charge and spin) comes out at 211.1 kJ/mol. For the total energy, the calculation gives -484.38883 hartree. The orbital gap comes out at 9.443 eV. Its LUMO energy is 0.578 eV.

***

Entry 4:
C20H37Cl8N3 | the ωB97M-V functional and the def2-TZVPD basis

Geometry as ORCA input:
```
! wB97M-V def2-TZVPD RIJCOSX def2/J DEFGRID3
* xyz 0 1
H -32.3799 -0.7201 32.7441
H -30.8173 4.4940 29.5517
H -26.4388 5.6798 40.4099
C -31.6146 2.6739 34.3853
C -26.2685 4.2283 38.6993
C -33.9705 6.6667 34.9141
H -26.3023 4.7879 37.7652
H -31.6225 1.8414 33.6772
H -35.5624 2.9936 40.8077
H -29.9176 -2.5446 34.0239
H -28.8188 -2.5596 35.7464
H -33.3411 4.6969 35.2434
N -28.4186 -3.8521 31.7655
C -32.1300 2.4711 38.5338
C -32.9143 3.9057 29.7593
H -33.6443 -1.9368 33.1340
H -31.9222 -3.0728 31.8001
H -32.9261 3.9230 39.6181
H -28.1022 -3.1891 37.9587
C -30.2211 -2.3995 32.9822
H -31.1184 3.0463 30.4757
H -32.8717 3.6591 28.6925
H -29.4593 3.0627 34.1408
Cl -25.7015 -3.1110 37.6020
H -30.3822 1.8605 36.8129
C -33.7761 5.4870 35.8568
H -25.2864 4.3912 40.5675
Cl -27.8211 -4.6312 35.4288
Cl -31.4600 5.0793 31.7173
H -33.4533 4.8520 29.7144
H -30.1122 -1.3324 32.7779
H -34.5474 3.3304 37.9645
H -32.0361 3.5079 33.8278
H -36.6122 3.2636 39.4180
Cl -32.6014 5.7576 37.1633
C -33.1615 2.8572 39.5057
H -30.3198 4.0192 35.3633
H -28.9100 2.6289 36.6094
C -31.4978 4.0475 30.2722
H -34.8086 1.7287 38.6745
C -35.6095 3.4257 39.8087
C -25.7468 5.0662 39.8436
H -25.5981 3.3967 38.4942
C -31.6918 -2.7760 32.8229
C -27.4047 -2.6938 37.2910
N -28.4705 0.0037 35.0765
Cl -33.8605 2.6726 30.5912
N -31.3268 2.2194 37.7554
H -33.0580 7.1341 34.5576
H -35.4030 4.4953 39.8140
H -33.0344 2.2431 40.3942
C -32.6078 -1.6332 33.2870
H -32.5290 -1.5489 34.3722
C -29.2174 -3.2099 32.2837
C -29.6836 2.1290 36.0145
Cl -24.3924 6.0861 39.3132
H -34.7399 5.1387 36.2165
H -34.5522 7.4437 35.4105
C -30.2286 3.0277 34.9129
Cl -34.8313 6.1066 33.4526
C -34.5542 2.7649 38.8986
H -31.8310 -3.6397 33.4781
C -27.7928 -2.9077 35.8482
Cl -27.8954 3.5862 39.0690
H -27.1762 -2.3966 35.1187
H -27.4506 -1.6167 37.4616
H -32.2732 2.4211 35.2178
C -29.0123 0.9171 35.5161
*
```

The energy relative to the best compared isomer or geometry (same formula, charge and spin) comes out at 214.1 kJ/mol. For the total energy, the calculation gives -4629.98580 hartree. The orbital gap comes out at 9.975 eV. Its LUMO energy is 0.196 eV.